An isolated molecule of C5H12O2S in a non-equilibrium geometry, computed with ωB97M-V with the def2-TZVPD basis set.

```
20
Properties=species:S:1:pos:R:3:forces:R:3:lowdin_charge:R:1
S -1.810 -1.418 -0.586 0.301 1.036 0.468 0.80
O -0.459 1.349 -1.319 -2.348 1.197 -1.061 -0.10
O -0.110 -1.020 1.478 2.131 -1.022 -1.057 -0.02
C 1.026 -1.138 -0.647 -1.229 -0.344 0.189 -0.22
C 2.323 -0.532 -0.136 1.616 -0.887 -0.605 -0.11
C -0.284 -0.602 0.177 1.198 -0.227 -1.371 -0.73
C -0.427 0.982 0.046 2.149 -0.866 0.773 -0.45
C -1.679 1.481 0.732 -0.279 1.645 0.252 -0.08
H 0.722 -0.778 -1.620 0.631 0.051 -0.625 0.08
H 2.417 -0.634 0.928 -0.192 -0.116 0.660 0.06
H -1.792 1.322 1.832 0.413 0.212 -0.850 0.09
H -1.759 2.596 0.487 0.077 -1.370 0.705 0.11
H -2.548 1.018 0.256 0.012 -0.107 -0.008 0.05
H 3.329 -0.991 -0.525 -2.113 0.677 0.208 0.11
H 0.638 1.363 0.512 -2.836 -0.457 -0.943 0.19
H 2.331 0.516 -0.351 0.296 0.694 -0.234 0.05
H 1.152 -2.272 -0.754 -0.770 1.453 0.665 0.13
H -1.400 1.704 -1.641 3.046 -1.382 1.458 0.17
H -0.733 -0.619 2.011 -2.188 1.223 1.951 0.04
H -0.936 -2.328 -0.881 0.083 -1.408 -0.577 -0.17
```
Forces are in eV/Å.

Its frontier orbital gap is 9.795 eV. Its SMILES is CC[C@](O)(S)[C@H](C)O. For the lowest unoccupied orbital energy, the calculation gives 0.67 eV. The total energy is -746.3191 a.u. Its strongest force on any atom is 3.65 eV/Å. The net charge is 0.